(1)
# C4H13NO3

3 unconnected molecules or ions with the total composition C4H13NO3 (ωB97M-V with the def2-TZVPD basis set, the Open Molecules 2025 dataset).

Properties
E_HOMO, Ha: -0.359
Structure (SMILES): CC(C)NC=O.O.O
LUMO energy, hartree: 0.019
Net charge: 0

Geometry (Å):
C: 1.1437 1.6303 1.6048
C: 0.1995 0.9496 0.6281
C: -0.8386 0.1280 1.3588
N: 0.9872 0.1800 -0.3560
C: 1.5622 -1.0146 -0.1230
O: 1.6751 -1.5268 0.9814
H: 1.5778 0.8863 2.2592
H: 0.6174 2.3432 2.2217
H: 1.9947 2.1113 1.1104
H: -0.3150 1.6793 0.0156
H: -1.7838 0.0685 0.8240
H: -0.5469 -0.9018 1.5795
H: -1.0771 0.5357 2.3410
H: 0.8442 0.4798 -1.3066
H: 1.9485 -1.4820 -1.0346
O: -1.2946 -1.5814 -1.5048
H: -0.5777 -1.8004 -0.9024
H: -2.0468 -2.1284 -1.2418
O: -2.1512 1.0999 -1.8660
H: -2.9229 1.4037 -2.3504
H: -2.1249 0.1305 -1.9270

---

(2)
# C4H13NO3

3 unconnected molecules or ions with the total composition C4H13NO3 (ωB97M-V with the def2-TZVPD basis set, the Open Molecules 2025 dataset).

Properties
E_HOMO, Ha: -0.343
Structure (SMILES): CCNCC=O.O.O
LUMO energy, hartree: 0.024
Net charge: 0

Geometry (Å):
C: -2.0394 -1.3566 1.8971
C: -0.5637 -1.7465 1.7028
N: 0.1377 -0.6565 0.9480
C: 0.8613 0.2325 1.8462
C: 1.2156 1.5675 1.2247
O: 1.2088 1.7179 0.0238
H: -2.1402 -0.2952 1.6336
H: -2.3609 -1.5193 2.9231
H: -2.6894 -2.0124 1.2821
H: -0.4614 -2.6451 1.0916
H: -0.0277 -1.8734 2.6295
H: -0.4695 -0.1188 0.3510
H: 0.2658 0.4893 2.7545
H: 1.7254 -0.3369 2.2346
H: 1.4694 2.4550 1.8239
O: 0.1981 -0.3915 -4.5232
H: 0.9305 -0.9253 -4.2104
H: -0.3546 -0.2436 -3.7362
O: -0.5204 0.8511 -2.1591
H: -0.1283 0.2813 -1.4795
H: -0.4730 1.7685 -1.9011

---

Quick ranking, most stable first: (1), (2).